Formula: C25H24N4O3S
Source: the Open Molecules 2025 dataset
Level of theory: ωB97M-V/def2-TZVPD

Structure (XYZ):
```
57
Properties=species:S:1:pos:R:3:nbo_charge:R:1
C 4.101 -3.926 -1.441 -0.658
C 3.793 -2.519 -1.827 -0.005
C 4.554 -1.833 -2.768 -0.205
C 4.261 -0.522 -3.103 -0.188
C 3.202 0.131 -2.496 -0.232
C 2.434 -0.538 -1.557 -0.204
C 2.726 -1.849 -1.239 -0.237
S 1.745 -2.723 -0.015 2.291
O 2.564 -2.934 1.151 -0.945
O 1.163 -3.884 -0.642 -0.956
N 0.550 -1.620 0.234 -0.859
C -0.109 -1.458 1.327 0.504
N -1.036 -0.484 1.414 -0.546
C -1.332 0.515 0.488 -0.045
C -1.431 0.543 -0.872 0.239
C -1.216 -0.513 -1.892 -0.669
N -1.882 1.788 -1.261 -0.212
C -1.448 2.406 -2.494 -0.424
N -1.973 2.582 -0.120 -0.279
C -2.669 3.799 -0.121 0.209
C -3.727 4.017 -1.000 -0.268
C -4.398 5.226 -0.977 -0.200
C -4.036 6.211 -0.073 -0.218
C -2.999 5.981 0.816 -0.194
C -2.308 4.784 0.793 -0.229
C -1.706 1.820 1.005 0.603
O -1.803 2.184 2.164 -0.646
C 0.044 -2.291 2.535 -0.055
C 0.166 -1.703 3.792 -0.205
C 0.335 -2.495 4.913 -0.213
C 0.371 -3.873 4.790 -0.189
C 0.243 -4.461 3.542 -0.206
C 0.084 -3.677 2.415 -0.177
H 4.230 -3.987 -0.361 0.247
H 4.998 -4.285 -1.939 0.214
H 3.259 -4.569 -1.694 0.249
H 5.388 -2.333 -3.239 0.213
H 4.865 -0.008 -3.836 0.214
H 2.980 1.158 -2.748 0.212
H 1.606 -0.058 -1.060 0.236
H -1.399 -0.269 2.337 0.430
H -0.609 -0.145 -2.717 0.225
H -2.174 -0.842 -2.293 0.232
H -0.711 -1.358 -1.433 0.277
H -0.361 2.364 -2.608 0.196
H -1.917 1.897 -3.335 0.218
H -1.760 3.448 -2.497 0.234
H -4.032 3.237 -1.681 0.222
H -5.217 5.393 -1.661 0.216
H -4.566 7.150 -0.056 0.216
H -2.720 6.741 1.530 0.218
H -1.506 4.593 1.487 0.242
H 0.165 -0.626 3.891 0.217
H 0.443 -2.033 5.883 0.217
H 0.505 -4.489 5.667 0.215
H 0.275 -5.536 3.444 0.219
H -0.007 -4.128 1.439 0.238
```

Values from the calculation:
LUMO, eV: 0.450
Structure (SMILES): Cc1ccccc1S(=O)(=O)/N=C(/Nc1c(C)n(C)n(-c2ccccc2)c1=O)c1ccccc1
Energy relative to the best compared isomer or geometry (same formula, charge and spin), kcal per mole: 55.1
HOMO level, eV: -8.180
Charge: 0
DFT total energy, eV: -49252.1806